72
Properties=species:S:1:pos:R:3:forces:R:3:mulliken_charge:R:1 method="wB97M-V/def2-TZVPD" total_charge=+1 e_lumo_ev=-6.76 homo_lumo_gap_ev=1.32 e_tot_ev=-265273.230
C -1.08755 1.47456 1.51369 1.41 0.43 -0.25 -0.381
C -1.91011 0.71499 0.45787 1.99 -0.80 0.22 -0.037
O -3.03926 0.95345 0.43275 -3.64 0.81 -0.05 -0.435
O -1.32676 -0.12527 -0.42384 1.21 0.38 1.36 -0.132
C -1.48814 -1.53418 -0.11581 -0.87 -1.24 -0.80 -0.365
C -1.55710 -2.20614 -1.50690 0.77 -0.75 -0.42 -0.857
C -0.21224 -1.97667 -2.32911 -0.72 -0.20 1.07 -0.457
C 0.90234 -2.95028 -1.73955 -0.15 0.12 -1.07 -0.435
C 2.39998 -2.46489 -1.66152 0.17 0.49 0.85 0.150
C 2.69076 -1.09140 -1.02334 0.00 0.03 -0.35 0.516
C 2.27234 -0.87266 0.36137 -0.67 -1.05 0.40 -0.621
N 2.45124 0.22170 1.09229 -0.37 -0.80 -2.27 -0.501
C 3.09441 1.14997 0.32981 1.77 4.39 0.45 0.807
C 3.33975 2.45445 1.00134 1.85 -0.49 -2.09 -0.839
C 3.99880 3.59826 0.34707 -0.63 -2.79 -0.22 -0.823
C 4.47824 3.45643 -1.00297 -1.62 -1.79 -0.11 -0.516
C 4.26785 2.16559 -1.72041 -0.66 0.69 3.79 -0.246
C 3.55601 0.99598 -1.03358 0.82 1.07 -0.72 0.691
N 3.35670 -0.16332 -1.73871 -1.07 -0.46 2.75 -0.405
H -0.27720 0.81688 1.96939 -2.16 -1.11 -1.25 0.224
H -0.57151 2.30646 0.96422 -0.30 -0.46 0.22 0.344
H -1.71064 1.94840 2.29796 0.08 -0.56 -0.46 0.640
H -2.44039 -1.70046 0.43100 0.40 0.30 -0.38 0.526
H -0.68778 -1.97426 0.53531 -0.21 0.79 -0.62 0.173
H -1.70438 -3.31017 -1.38835 0.06 0.81 0.07 0.385
H -2.42617 -1.84543 -2.09262 0.46 0.05 0.50 0.217
H -0.01296 -0.88817 -2.23896 0.38 -0.68 -0.14 0.311
H -0.42047 -2.18874 -3.39901 0.27 0.12 0.70 0.494
H 0.56369 -3.39734 -0.77332 0.38 0.54 -0.53 0.371
H 0.90560 -3.80055 -2.46647 0.12 0.49 0.77 0.171
H 2.92893 -2.50375 -2.63289 -0.49 0.14 0.42 0.173
H 2.94161 -3.18238 -0.97057 -0.38 0.26 -0.55 -0.429
H 1.75222 -1.71656 0.86087 0.37 0.55 -0.41 0.542
H 2.98473 2.56186 2.06874 2.14 -1.04 -2.08 0.918
H 4.12155 4.52640 0.93846 0.09 -0.71 -0.59 0.375
H 5.00145 4.29414 -1.50007 -0.44 -0.70 0.26 0.422
H 4.68453 2.12322 -2.83067 2.13 0.16 2.17 0.218
Mg 0.81167 1.83371 2.63958 1.22 -1.79 0.54 0.538
C 0.32590 4.47768 5.57761 0.54 -0.25 -0.39 -0.720
C 0.96174 3.31201 4.92926 -1.43 1.15 3.22 0.937
N 1.44614 2.39815 4.45741 -0.25 -3.28 2.72 -0.586
H 0.52484 4.46114 6.64804 0.00 -0.18 -0.02 0.343
H 0.72660 5.39759 5.15319 0.05 -0.07 -0.10 0.357
H -0.75101 4.44873 5.41577 0.02 -0.15 0.01 0.170
C 3.97859 -5.80145 -3.59549 -0.20 -0.25 -0.96 0.414
Cl 3.91728 -4.47129 -4.75324 0.02 -0.14 0.31 -0.052
Cl 5.02988 -5.34296 -2.22189 1.21 0.26 -1.45 -0.019
Cl 2.33925 -6.14608 -2.99502 0.22 -0.02 -0.08 -0.069
Cl 4.63452 -7.23842 -4.37700 -0.08 0.25 0.27 -0.038
N -3.17923 -0.76953 -5.44078 -0.33 -0.04 0.33 -0.550
C -4.06616 -1.41727 -6.20007 0.75 0.10 -0.17 -0.362
C -5.38879 -1.62031 -5.83376 -0.22 0.06 0.24 -0.518
C -5.81341 -1.12889 -4.61179 -0.08 -0.08 -0.07 -0.266
C -4.90732 -0.45468 -3.80470 0.04 0.02 0.09 -0.326
C -3.61193 -0.30248 -4.26649 0.19 0.00 -0.05 -0.388
H -3.68592 -1.79121 -7.15462 -0.40 -0.21 -0.30 0.645
H -6.06335 -2.15027 -6.49128 0.15 0.00 -0.12 0.438
H -6.83849 -1.26868 -4.28917 0.01 0.01 0.00 0.374
H -5.20129 -0.05703 -2.84117 0.02 0.03 -0.01 0.395
H -2.86440 0.22053 -3.67515 -0.06 0.07 0.10 0.588
F -4.24395 -2.58497 -8.72852 0.08 0.03 0.17 -0.685
Cl -3.07227 4.18290 7.11333 0.01 0.04 -0.09 -0.180
C -3.14388 2.83682 8.27872 -0.03 -0.17 0.15 -0.407
C -1.77933 2.47201 8.81397 -0.18 0.08 0.22 -0.513
Cl -0.73948 1.73541 7.56353 0.08 0.00 -0.09 -0.176
H -3.62036 1.99039 7.78818 0.07 0.05 -0.05 0.315
H -3.78500 3.16130 9.09734 0.08 0.04 0.00 0.320
H -1.87946 1.73848 9.61279 -0.03 -0.03 -0.08 0.349
H -1.26068 3.34100 9.21373 0.00 -0.01 -0.10 0.317
Br 3.65355 1.55964 -3.87213 -2.02 0.10 -3.11 -0.097
Mg 3.66547 -5.64389 -0.34297 -1.11 -0.20 1.86 -0.012
Br 1.65971 3.81030 2.55080 -0.85 7.61 -3.59 -0.724


73
Properties=species:S:1:pos:R:3:forces:R:3:mulliken_charge:R:1 method="wB97M-V/def2-TZVPD" total_charge=0 e_lumo_ev="0.22 / 0.00" homo_lumo_gap_ev="7.38 / 8.17" multiplicity=2 e_tot_ev=-224393.642 de_lowest_kj_mol=97.8
Ti 0.08935 -0.09175 -0.83007 1.30 -0.88 0.61 0.296
I 6.32966 -3.75084 -2.30207 0.01 -0.02 0.01 0.062
C 4.51507 -3.10082 -1.50453 0.09 -0.03 -0.04 -0.532
C 3.35970 -3.82433 -1.72819 -0.09 0.00 0.02 -0.313
C 2.14343 -3.37730 -1.21960 -0.16 0.28 0.24 -0.314
I 0.54081 -4.68141 -1.38985 -0.24 0.12 0.02 0.000
C 2.04007 -2.15000 -0.52899 -0.13 -0.21 0.20 -0.331
O 0.88890 -1.60602 -0.05604 1.32 -1.52 0.28 0.395
C 3.25372 -1.49138 -0.25895 -0.13 0.16 -0.17 0.873
C 3.16158 -0.21013 0.50209 0.01 -0.03 -0.22 -1.343
N 2.28410 0.72431 -0.21756 0.20 -0.06 -0.61 -0.231
C 2.92815 1.31152 -1.39911 -0.33 -0.03 0.11 -0.868
C 1.91321 1.69456 -2.44873 0.37 0.08 0.16 0.671
C 2.26047 2.46829 -3.54533 0.38 0.07 0.07 -1.072
C 1.31093 2.75038 -4.50296 0.22 0.20 -0.22 -0.337
C 0.02635 2.27948 -4.32469 -0.40 -0.01 -0.07 -1.104
C -0.25524 1.53803 -3.19947 0.06 0.13 -0.14 -0.332
N 0.68006 1.23172 -2.28480 -0.07 0.76 -1.20 0.798
C 4.46891 -1.94781 -0.74364 0.06 0.09 0.13 -0.429
H 3.39153 -4.74990 -2.29157 -0.01 0.09 0.09 0.385
H 2.71442 -0.37418 1.47571 -0.12 -0.02 0.24 0.363
H 4.15721 0.21017 0.65186 0.12 0.07 0.07 0.376
H 2.03197 1.44300 0.43836 -0.27 0.47 0.26 0.058
H 3.52931 2.18244 -1.14650 0.17 0.16 0.05 0.501
H 3.59816 0.57214 -1.82945 0.11 -0.19 -0.08 0.441
H 3.27955 2.83196 -3.64204 -0.13 -0.06 0.03 0.497
H 1.56906 3.33925 -5.37748 -0.02 -0.07 0.10 0.405
H -0.75601 2.47934 -5.04586 0.04 -0.02 0.09 0.465
H -1.25452 1.17537 -3.01830 -0.13 -0.14 -0.01 0.351
H 5.37865 -1.39865 -0.50890 -0.15 -0.06 -0.09 0.424
N -2.51709 -2.00793 1.08076 -0.59 0.23 1.73 0.650
C -3.02805 -2.30812 2.48063 0.29 0.66 0.29 0.045
C -1.86625 -2.35160 3.48612 0.36 -0.10 -0.28 -1.317
C -1.08083 -1.02527 3.54941 -0.69 -0.14 -0.51 -0.071
N -0.34886 -0.87349 2.28062 -0.27 0.18 0.50 -0.405
C -2.04681 0.15050 3.79820 0.16 0.16 -0.22 -1.600
C -3.36557 0.19439 2.99830 0.40 -0.56 -0.37 0.288
N -3.19896 0.69495 1.61835 -0.13 -0.29 0.25 -0.389
C -4.00794 -1.21967 2.96360 0.08 0.24 -0.54 -1.341
H -2.64340 -2.70219 0.34922 -0.22 -0.37 -0.47 0.607
H -1.52453 -1.77146 1.11871 0.41 0.03 0.22 -0.507
H -2.89536 -1.10882 0.75817 -0.29 0.21 -0.11 0.253
H -3.52091 -3.27505 2.43870 -0.07 -0.05 0.03 0.360
H -1.18526 -3.17165 3.22009 -0.03 0.11 0.13 0.469
H -2.26886 -2.56229 4.48126 -0.04 -0.11 -0.13 0.544
H -0.40092 -1.06213 4.39820 0.13 -0.04 0.20 0.586
H 0.36591 -1.57902 2.19072 0.19 -0.20 -0.07 0.120
H 0.11723 0.02160 2.24290 0.18 0.36 0.04 -0.009
H -1.50456 1.09090 3.63966 -0.03 -0.04 0.09 0.358
H -2.31590 0.11745 4.85490 0.00 0.01 0.08 0.575
H -4.03267 0.85679 3.53706 -0.23 0.11 0.23 0.408
H -2.30749 1.13655 1.43993 -0.02 -0.08 0.03 -0.397
H -3.93384 1.33715 1.34758 0.07 -0.08 0.05 0.322
H -4.88580 -1.19997 2.31023 0.00 0.06 0.10 0.420
H -4.34353 -1.47836 3.97091 0.00 -0.12 -0.06 0.566
Br -1.49326 7.10380 3.08840 0.01 0.09 0.07 -0.183
C -1.70808 5.66763 1.88502 0.18 0.05 0.20 -0.034
C -2.72455 5.70738 0.95084 -0.21 -0.17 -0.29 -0.290
N -2.92544 4.72193 0.07816 0.24 -0.30 0.03 -0.650
C -2.10012 3.66662 0.12871 -0.47 0.38 -0.21 -0.494
C -1.06591 3.55663 1.04150 0.10 -0.30 -0.18 0.475
C -0.86205 4.57925 1.93884 0.15 0.31 0.38 -0.783
C -0.18290 2.33511 1.07972 -0.50 0.71 -0.07 0.126
O 0.62229 2.21288 1.99699 0.58 -0.37 0.28 -0.751
O -0.39281 1.50758 0.14201 -0.22 1.01 0.82 1.611
H -3.40201 6.55395 0.90516 0.05 -0.04 -0.01 0.387
H -2.27247 2.86478 -0.58233 -0.05 0.07 0.01 0.837
H -0.05606 4.50840 2.65891 -0.06 0.02 -0.01 0.598
O -2.81241 -1.03530 -3.33451 0.58 -0.16 0.72 -0.783
Se -1.89981 -1.47185 -2.07013 -1.45 -0.40 -1.16 1.482
O -0.26321 -1.35850 -2.42262 -0.56 -0.21 -0.23 -0.403
O -1.85440 -0.26128 -0.87179 -0.58 -0.38 -0.51 -1.018
O -2.41931 -2.82298 -1.31071 0.46 0.18 -0.95 -0.814


78
Properties=species:S:1:pos:R:3:forces:R:3:mulliken_charge:R:1 method="wB97M-V/def2-TZVPD" total_charge=+2 e_lumo_ev="-5.77 / -5.35" homo_lumo_gap_ev="6.51 / 6.93" multiplicity=2 e_tot_ev=-123578.804 de_lowest_kj_mol=255.4
Mn -1.34430 -1.11840 -0.51786 -1.02 -0.10 -0.33 0.954
N -3.43490 -1.98990 -1.89946 0.22 0.39 0.12 -0.382
N -3.26090 -3.32840 -2.28716 -0.45 -0.06 -0.02 -0.212
C -2.08900 -3.94390 -2.06556 0.75 -0.19 0.02 0.493
N -1.90260 -5.20720 -2.41076 -0.02 -0.15 -0.03 -0.330
N -1.16080 -3.16370 -1.50006 -0.72 1.28 0.44 0.066
N 0.12340 -3.48510 -1.39456 0.29 -0.41 -0.19 0.808
O 0.55590 -4.56190 -1.73446 0.41 -0.50 -0.10 -0.755
O 0.80570 -2.57510 -0.93546 0.43 0.02 0.12 -0.519
H -4.13830 -1.91380 -1.15866 0.18 -0.21 -0.13 0.232
H -3.72500 -1.42020 -2.69596 0.12 -0.20 0.09 0.229
H -4.05750 -3.87220 -2.60726 0.19 0.25 0.13 0.183
H -2.62480 -5.76190 -2.84136 -0.03 0.09 -0.02 0.179
H -0.97800 -5.61270 -2.27806 -0.28 0.21 0.00 0.221
C 2.75730 -1.26040 3.46814 0.70 0.36 0.39 -1.206
N 1.44690 -1.24940 2.86514 -0.44 -0.28 -1.07 1.059
C 1.12000 -1.23790 1.57364 -0.05 -0.14 -0.03 -0.873
N -0.19860 -1.11440 1.44724 -0.16 0.18 -1.24 0.105
C -0.62500 -1.04140 2.73464 -0.01 0.10 -0.08 -0.803
N 0.34630 -1.11880 3.60114 -0.42 0.03 0.82 -0.966
C 3.24710 0.16240 3.63024 0.07 0.02 0.14 1.128
C 3.49110 0.69950 4.88664 0.02 -0.07 -0.11 -0.784
C 3.90440 2.01790 5.01944 -0.01 0.04 -0.07 -0.745
C 4.04600 2.82030 3.90374 0.00 -0.08 -0.15 -0.926
C 3.79510 2.28910 2.63844 -0.19 -0.57 0.16 -0.165
C 3.40990 0.95690 2.50694 0.09 0.23 0.16 -0.086
C 3.87900 3.13050 1.46824 0.20 1.06 -0.37 0.702
N 4.18820 4.39400 1.41384 0.09 -1.02 2.01 -0.449
N 4.07180 4.78730 0.15694 -0.28 0.29 -2.21 -0.458
C 3.69310 3.76160 -0.54976 0.32 0.70 0.86 0.697
O 3.55050 2.66540 0.23694 -0.07 -0.27 -0.08 -0.268
C 3.39030 3.72190 -1.96046 -0.21 -0.40 -0.46 -0.177
C 3.44060 4.88660 -2.72726 0.02 -0.13 0.07 -0.907
C 3.10200 4.83540 -4.06576 0.00 -0.01 0.05 -0.753
C 2.69770 3.63930 -4.64126 0.05 -0.15 0.05 -0.766
C 2.65930 2.47430 -3.88846 0.00 0.14 -0.12 1.039
C 2.18010 1.17180 -4.49326 0.64 0.58 -0.20 -1.087
N 1.01360 0.72820 -3.77196 -0.35 -0.89 0.86 0.956
C 0.93800 0.00580 -2.65306 0.01 -0.19 -0.03 -0.562
N -0.32520 -0.04150 -2.24006 -0.44 -0.63 1.02 0.005
C -0.98590 0.69220 -3.17656 0.16 0.02 0.18 -0.268
N -0.19790 1.16960 -4.09786 -0.58 0.44 -0.60 -0.935
C 3.00900 2.51820 -2.54866 0.09 0.29 -0.02 -0.107
H 3.43570 -1.83410 2.83174 -0.17 -0.03 0.05 0.298
H 2.67230 -1.74350 4.44264 -0.02 -0.06 -0.19 0.426
H 1.80710 -1.35180 0.75874 0.19 -0.03 0.01 0.803
H -1.64920 -0.93380 3.02534 -0.26 0.01 0.01 0.669
H 3.35840 0.08990 5.76614 -0.02 -0.11 0.14 0.406
H 4.10160 2.42440 5.99914 0.01 0.02 0.08 0.422
H 4.34230 3.85330 3.98504 0.05 0.12 0.05 0.561
H 3.22970 0.55270 1.52204 0.00 -0.01 -0.14 0.569
H 3.73770 5.81040 -2.25866 0.04 0.12 0.05 0.559
H 3.13640 5.73150 -4.66616 0.01 0.07 -0.02 0.426
H 2.40960 3.61160 -5.67976 -0.03 0.01 -0.18 0.407
H 2.95880 0.40720 -4.42986 -0.21 -0.03 -0.03 0.279
H 1.88700 1.31950 -5.53456 0.06 -0.16 0.15 0.429
H 1.76740 -0.48850 -2.18446 0.13 -0.05 0.01 0.705
H -2.04320 0.85630 -3.17026 -0.23 0.07 0.00 0.015
H 2.98140 1.62420 -1.94376 0.04 -0.09 0.09 0.597
N -2.27030 1.57690 0.68264 -0.53 -1.01 -0.75 -0.121
C -2.36530 0.59470 0.06804 1.74 0.65 1.04 0.312
H -2.16670 2.41610 1.21384 -0.16 0.23 0.06 0.327
C -3.94000 -3.34400 5.05044 -0.26 0.04 0.20 -1.131
N -3.39960 -3.16720 3.71964 -0.03 0.05 -0.02 -0.085
C -4.10150 -2.76190 2.66584 0.12 -0.01 -0.05 0.379
N -5.36700 -2.36470 2.81224 -0.03 -0.07 0.38 -0.366
S -3.42790 -2.79530 1.10864 0.52 0.16 -0.75 -0.329
H -3.13930 -3.65900 5.71014 0.01 0.01 0.05 0.356
H -4.71870 -4.10830 5.05934 0.00 -0.04 0.02 0.381
H -4.35310 -2.40950 5.42844 0.02 0.05 0.08 0.367
H -2.46250 -3.49960 3.55354 -0.13 0.04 -0.25 0.291
H -5.86700 -2.45650 3.68304 0.02 0.03 -0.03 0.203
H -5.88010 -2.09280 1.99004 0.07 -0.06 0.08 0.205
Cl -4.80030 1.09430 -1.66536 -0.14 -0.07 0.20 -0.097
C -4.96290 2.07090 -3.12886 -0.08 0.22 -0.41 -0.310
Cl -4.29410 1.21190 -4.52996 -0.11 0.10 0.05 -0.135
H -4.40860 2.99890 -2.98886 -0.12 -0.20 -0.03 0.272
H -6.02190 2.25600 -3.30656 0.22 -0.05 0.05 0.343


66
Properties=species:S:1:pos:R:3:forces:R:3:mulliken_charge:R:1 method="wB97M-V/def2-TZVPD" total_charge=0 e_lumo_ev=0.39 smiles="O=C(Nc1nccc2[nH]c(-c3c(Cl)cccc3Cl)nc12)C1CC1.CNC(=O)[C@H](CC(C)C)NC(C)=O" homo_lumo_gap_ev=8.84 e_tot_ev=-66541.510 de_lowest_kj_mol=4.7
O 3.55216 3.45844 0.27703 -0.83 -0.24 0.29 -0.650
C 2.45057 3.67028 0.76164 1.94 0.99 0.37 0.341
N 1.27790 3.44530 0.08287 0.28 0.04 1.65 0.005
C 1.19032 3.01473 -1.21797 -0.76 -0.08 -1.10 -0.223
N 0.31231 3.74441 -1.92010 0.47 -0.53 -0.26 -0.729
C 0.07847 3.40791 -3.19902 0.68 -1.13 -0.17 -0.539
C 0.68840 2.31378 -3.81482 -0.65 0.49 -0.71 -0.674
C 1.55921 1.53882 -3.06653 -0.06 0.26 -0.04 -0.095
N 2.27483 0.39793 -3.31220 0.14 -0.65 -0.91 0.220
C 2.94117 0.04126 -2.15863 -1.33 2.09 0.62 -0.685
C 3.77757 -1.14931 -2.03948 0.12 -0.26 -0.11 0.162
C 3.18242 -2.42177 -1.98676 0.88 -0.22 0.04 0.370
Cl 1.44345 -2.61116 -2.03824 0.51 0.12 0.00 -0.158
C 3.98493 -3.56283 -1.88419 -0.06 0.03 0.00 -0.493
C 5.37691 -3.44848 -1.83867 -0.46 0.71 -0.04 -0.513
C 5.96783 -2.18327 -1.89335 -0.07 0.04 0.03 -0.500
C 5.17746 -1.03327 -1.99269 0.00 -0.65 0.01 0.268
Cl 5.96128 0.52762 -2.08619 -0.40 -0.56 0.03 -0.182
N 2.68553 0.90395 -1.20223 0.14 -0.14 0.14 -0.371
C 1.82613 1.86791 -1.75096 0.57 -0.22 0.79 1.689
C 2.34197 4.36844 2.12322 -0.27 -0.34 -0.12 0.034
C 3.39348 4.09521 3.20154 -0.03 0.49 -0.44 -0.643
C 3.35075 5.45254 2.50994 0.03 -0.66 0.10 -0.593
H 0.49021 4.00003 0.38029 -0.08 -0.01 -0.08 0.335
H -0.62039 4.00762 -3.77412 0.04 0.04 0.24 0.386
H 0.46409 2.07321 -4.84705 -0.03 0.06 0.02 0.422
H 2.30465 -0.11603 -4.18545 -0.04 0.20 0.30 0.222
H 3.51620 -4.54117 -1.83674 0.03 0.17 -0.01 0.429
H 5.99673 -4.33737 -1.75856 -0.13 0.17 -0.02 0.373
H 7.04833 -2.08177 -1.85755 -0.17 0.02 -0.01 0.420
H 1.31362 4.50579 2.46625 0.32 0.03 0.04 0.340
H 4.22132 3.42230 2.95047 -0.46 0.32 -0.07 0.251
H 3.05747 4.04527 4.24208 0.03 0.00 -0.49 0.276
H 4.15023 5.68586 1.79781 -0.43 -0.25 0.24 0.246
H 2.98620 6.30530 3.09135 0.03 -0.39 -0.31 0.265
C -5.82241 -2.11349 4.24850 0.14 0.31 -0.32 -0.925
N -4.61384 -2.07595 3.42840 0.36 -0.80 0.71 -0.090
C -4.44005 -1.27815 2.36741 -1.01 0.49 -1.33 -0.125
O -5.31490 -0.51413 1.97465 0.52 -0.10 0.28 -0.663
C -3.10736 -1.43646 1.60810 0.53 -0.06 -0.52 0.025
C -2.93278 -0.50821 0.38115 -0.13 -0.30 0.09 -1.042
C -1.61944 -0.69905 -0.40707 0.02 0.40 0.39 1.277
C -1.59113 0.24106 -1.60989 -0.21 -0.38 0.17 -1.561
C -0.37994 -0.42706 0.44836 -0.30 -0.34 -0.27 -1.100
N -2.79575 -2.83919 1.27612 0.34 1.54 1.18 -0.004
C -3.53295 -3.75623 0.64373 -0.80 -1.36 -0.86 0.663
C -4.93146 -3.45020 0.14305 0.34 0.18 0.09 -0.926
O -3.07017 -4.87165 0.46816 0.21 -0.29 -0.02 -0.683
H -5.84788 -3.03160 4.83710 0.13 0.10 -0.12 0.342
H -6.70713 -2.07551 3.60859 0.13 0.04 0.06 0.299
H -5.83833 -1.25232 4.91861 -0.15 -0.06 0.02 0.309
H -3.86512 -2.71109 3.65752 -0.09 0.03 -0.02 0.295
H -2.35196 -1.12239 2.32812 0.20 -0.17 0.11 0.488
H -2.98688 0.52652 0.72363 -0.10 0.06 0.01 0.379
H -3.76610 -0.66219 -0.30286 -0.16 0.08 0.01 0.064
H -1.56634 -1.71972 -0.78541 -0.06 -0.19 0.03 0.211
H -1.57144 1.27911 -1.27712 0.01 0.11 -0.10 0.286
H -2.47070 0.07365 -2.23068 -0.04 0.15 -0.14 0.505
H -0.70110 0.03635 -2.20364 0.04 0.12 -0.08 0.279
H -0.42190 0.57988 0.86262 0.05 0.08 0.11 0.278
H -0.30618 -1.15411 1.25434 0.17 0.02 0.23 0.421
H 0.51599 -0.51216 -0.16650 0.08 0.06 0.12 -0.089
H -1.87724 -3.17090 1.52604 0.00 -0.07 -0.06 0.239
H -5.27647 -4.28744 -0.46182 0.18 0.02 0.14 0.345
H -4.92748 -2.55302 -0.46856 -0.18 0.21 0.06 0.286
H -5.60526 -3.32181 0.98637 -0.13 0.19 0.03 0.209